No. 1
This record from OMol25 describes 8 unconnected molecules or ions with the total composition BH18O7. The level of theory is ωB97M-V with the def2-TZVPD basis set.

The calculation puts the HOMO-LUMO gap at 9.183 eV. As for the highest occupied orbital energy: -6.3 eV. The net charge is -1. As for the LUMO energy: 0.106 Eh.

Geometry as XYZ:
```
26
Properties=species:S:1:pos:R:3:mulliken_charge:R:1
B 0.023 0.703 0.708 0.9576
H 0.072 -0.328 0.189 -0.5776
H -0.887 0.776 1.492 -0.3182
H 0.880 1.025 1.419 -0.2229
H -0.203 1.530 -0.159 -0.3771
O 2.299 1.504 -1.572 -0.7617
H 2.780 2.116 -1.084 0.2833
H 1.277 1.398 -1.163 0.2978
O -0.162 -3.384 1.333 -0.6457
H 0.104 -3.861 0.436 0.3382
H -0.005 -2.531 0.895 0.2623
O -2.657 -0.502 -1.571 -0.6838
H -1.756 -0.088 -1.352 0.3211
H -3.367 -0.270 -1.062 0.2891
O -2.664 -1.484 2.776 -0.6504
H -2.341 -0.690 2.321 0.2973
H -2.870 -2.070 2.062 0.2900
O -1.447 4.045 1.193 -0.6186
H -1.127 4.637 0.504 0.2978
H -0.999 3.378 0.797 0.2744
O 1.541 -0.737 -3.084 -0.6315
H 1.741 -1.535 -2.729 0.2712
H 1.498 -0.060 -2.375 0.3945
O 3.202 -1.043 -0.086 -0.6494
H 2.764 -1.972 0.005 0.3031
H 2.315 -0.564 0.095 0.2594
```



No. 2
This record from OMol25 describes 15 unconnected molecules or ions with the total composition BH32O14. The level of theory is ωB97M-V with the def2-TZVPD basis set.

The calculation puts the HOMO-LUMO gap at 8.478 eV. As for the highest occupied orbital energy: -6.4 eV. The net charge is -1. As for the LUMO energy: 0.077 Eh.

Geometry as XYZ:
```
47
Properties=species:S:1:pos:R:3:mulliken_charge:R:1
B 0.073 -0.359 0.310 1.4551
H 0.147 -0.186 1.547 -0.3417
H -0.606 -1.372 0.055 -0.3917
H -0.497 0.576 -0.188 -0.4947
H 1.169 -0.512 -0.235 -0.2417
O -1.654 -1.043 -2.685 -0.8094
H -1.350 -1.229 -1.817 0.2123
H -1.900 -0.090 -2.678 0.4247
O -1.340 3.000 1.870 -0.5404
H -1.645 3.652 2.504 0.2488
H -0.798 2.376 2.347 0.2416
O 1.193 1.505 -2.549 -0.5753
H 0.335 1.710 -2.208 0.1794
H 1.479 2.275 -3.055 0.2956
O -2.604 0.050 2.427 -0.6594
H -2.930 -0.828 2.328 0.3037
H -1.959 0.105 1.715 0.0448
O -0.718 -4.619 0.429 -0.6429
H -1.089 -4.120 -0.271 0.3202
H -0.241 -3.946 0.925 0.3102
O 1.539 -3.580 -1.522 -0.5467
H 1.905 -2.900 -0.977 0.2724
H 1.995 -4.382 -1.262 0.2709
O 3.109 1.793 -0.462 -0.5795
H 3.866 1.742 -1.036 0.2430
H 2.438 1.250 -0.916 0.3193
O 2.799 -1.004 2.251 -0.6216
H 2.317 -1.645 1.738 0.3166
H 2.253 -0.878 3.007 0.3234
O 2.025 1.898 2.014 -0.6095
H 1.444 1.896 2.779 0.2790
H 2.010 0.976 1.714 0.2602
O -3.571 0.381 -0.550 -0.6431
H -3.594 1.182 -0.060 0.3609
H -2.651 0.182 -0.503 0.1872
O -1.536 1.547 -2.621 -0.5865
H -1.250 2.027 -3.412 0.2687
H -1.872 2.235 -2.059 0.2685
O -0.816 -2.105 3.981 -0.6601
H -0.815 -1.620 3.168 0.3165
H -1.066 -2.960 3.725 0.2947
O 0.968 -1.060 -3.096 -0.7750
H 1.207 -0.109 -2.778 0.4563
H 0.016 -1.068 -2.942 0.4252
O 1.042 3.258 -0.126 -0.5468
H 0.546 3.610 -0.839 0.2336
H 0.627 2.389 0.011 0.1332
```



No. 3
This record from OMol25 describes a molecular structure, BH3S3. The level of theory is ωB97M-V with the def2-TZVPD basis set.

The calculation puts the HOMO-LUMO gap at 8.705 eV. As for the highest occupied orbital energy: -8.9 eV. As for the LUMO energy: -0.007 Eh.

Geometry as XYZ:
```
7
Properties=species:S:1:pos:R:3:mulliken_charge:R:1
B 0.057 0.224 -0.044 0.5354
S -2.325 0.697 0.233 -0.4061
S 1.270 1.497 -0.367 -0.2739
S 0.136 -1.477 0.301 -0.2216
H -2.858 -0.556 0.352 0.0865
H 2.246 0.970 -1.092 0.1512
H 1.473 -1.356 0.616 0.1285
```



No. 4
This record from OMol25 describes BH6O2P in the gas phase. The level of theory is ωB97M-V with the def2-TZVPD basis set.

The calculation puts the HOMO-LUMO gap at 7.616 eV. As for the highest occupied orbital energy: -7.4 eV. As for the LUMO energy: 0.007 Eh.

Geometry as XYZ:
```
10
Properties=species:S:1:pos:R:3:mulliken_charge:R:1
O 1.536 -1.113 0.556 -0.5234
B 0.834 0.046 0.311 0.4900
O 1.427 1.271 0.543 -0.5566
P -1.139 -0.032 -0.146 -0.1161
H 1.647 -1.737 -0.164 0.3160
H 1.815 1.735 -0.200 0.3144
H -1.466 0.180 1.245 0.0353
H -1.059 1.118 -1.007 0.0122
H -1.014 -1.364 -0.705 -0.0050
H -2.581 -0.105 -0.432 0.0331
```



No. 5
This record from OMol25 describes a molecular structure, BH7NOPSSiZn. The level of theory is ωB97M-V with the def2-TZVPD basis set.

The calculation puts the HOMO-LUMO gap at 3.962 eV. As for the highest occupied orbital energy: -17.0 eV. The net charge is +2. As for the LUMO energy: -0.479 Eh.

Geometry as XYZ:
```
14
Properties=species:S:1:pos:R:3:mulliken_charge:R:1
N -1.807 -0.937 1.648 -0.3782
B -0.991 -0.530 0.502 0.6227
O -0.931 -1.410 -0.637 -0.4535
Si 0.003 1.165 0.489 0.1036
P 1.276 0.997 -1.340 0.0819
S 2.988 0.103 -0.834 -0.0279
H -1.395 -0.692 2.550 0.2814
H -2.788 -0.651 1.582 0.2824
H -0.005 -1.728 -0.668 0.2031
H 0.775 1.384 1.726 0.0072
H -0.993 2.254 0.401 0.0195
H 1.621 2.254 -1.934 0.2597
H 0.625 0.120 -2.271 0.1959
Zn 1.623 -2.329 -1.215 0.8022
```



No. 6
This record from OMol25 describes a molecular structure, BeFH8O4. The level of theory is ωB97M-V with the def2-TZVPD basis set.

The calculation puts the HOMO-LUMO gap at 12.106 eV. As for the highest occupied orbital energy: -16.0 eV. The net charge is +1. As for the LUMO energy: -0.142 Eh.

Geometry as XYZ:
```
14
Properties=species:S:1:pos:R:3:mulliken_charge:R:1
Be -1.521 6.541 -23.145 0.1055
F -1.167 6.327 -21.688 -0.3511
O -0.152 6.401 -24.122 -0.3275
H 0.653 6.857 -23.822 0.3733
H 0.280 5.593 -24.262 0.3462
O -0.664 3.905 -23.231 -0.6644
H -0.975 3.194 -23.792 0.3209
H -1.275 3.891 -22.431 0.3429
O -2.159 8.096 -23.339 -0.2570
H -1.735 8.813 -22.870 0.3545
H -3.066 8.341 -23.496 0.3576
O -2.689 5.587 -23.925 -0.3432
H -2.376 4.778 -24.380 0.3837
H -3.637 5.560 -23.834 0.3588
```



No. 7
This record from OMol25 describes a molecular structure, Br2Cl3MnO12. The level of theory is ωB97M-V with the def2-TZVPD basis set.

The calculation puts the HOMO-LUMO gap (alpha / beta) at 7.857 / 8.070 eV. The spin multiplicity is 6. As for the highest occupied orbital energy (alpha / beta): -0.6 / -0.8 eV. The net charge is -3. As for the LUMO energy (alpha / beta): 0.268 / 0.268 Eh. The expectation value of S² is 8.75.

Geometry as XYZ:
```
18
Properties=species:S:1:pos:R:3:mulliken_charge:R:1
Mn 0.575 -0.599 0.368 0.9544
Br 0.115 -2.446 2.018 -0.5841
Br 2.705 -0.965 -0.865 -0.5612
Cl 1.674 2.452 2.563 1.6941
O 0.377 2.947 2.944 -0.6670
O 2.474 2.139 3.752 -0.7138
O 1.608 1.217 1.807 -0.5803
O 2.376 3.514 1.863 -0.6828
Cl -1.043 -3.572 -1.725 1.6015
O 0.245 -4.159 -1.438 -0.6524
O -2.074 -4.154 -0.894 -0.6639
O -0.970 -2.144 -1.497 -0.5745
O -1.372 -3.861 -3.114 -0.7234
Cl -1.350 1.942 -1.171 1.6571
O -2.572 1.430 -0.595 -0.6815
O -0.382 0.835 -1.226 -0.5311
O -1.561 2.462 -2.491 -0.6741
O -0.824 2.961 -0.299 -0.6166
```



No. 8
This record from OMol25 describes Br2H7NSi3 in the gas phase. The level of theory is ωB97M-V with the def2-TZVPD basis set.

The calculation puts the HOMO-LUMO gap at 9.602 eV. As for the highest occupied orbital energy: -9.5 eV. As for the LUMO energy: 0.004 Eh.

Geometry as XYZ:
```
13
Properties=species:S:1:pos:R:3:mulliken_charge:R:1
Si -1.493 -0.054 -0.131 0.2728
N 0.192 0.417 0.156 0.0567
Si 1.603 -0.374 -0.490 0.3032
Si 0.630 1.572 1.820 0.5398
Br 2.189 0.721 3.109 -0.1669
Br 1.542 3.397 0.927 -0.1931
H -2.261 0.141 1.100 -0.1378
H -1.318 -1.383 -0.323 -0.1286
H -2.297 1.010 -0.789 -0.0687
H 1.952 -1.378 0.408 -0.1316
H 2.694 0.531 -0.501 -0.1490
H 1.639 -0.831 -1.975 -0.1289
H -0.813 1.925 2.151 -0.0680
```



No. 9
This record from OMol25 describes Br2HOPS in the gas phase. The level of theory is ωB97M-V with the def2-TZVPD basis set.

The calculation puts the HOMO-LUMO gap at 7.374 eV. As for the highest occupied orbital energy: -10.1 eV. As for the LUMO energy: -0.101 Eh.

Geometry as XYZ:
```
6
Properties=species:S:1:pos:R:3:mulliken_charge:R:1
O -0.149 -0.784 0.412 -0.3961
P -0.033 -0.427 1.947 0.5823
S 0.108 -2.107 2.894 -0.2273
Br -1.762 1.009 2.365 -0.0685
Br 2.030 1.455 1.719 -0.2493
H -0.264 -0.184 -0.304 0.3589
```



No. 10
This record from OMol25 describes Br2S2 in the gas phase. The level of theory is ωB97M-V with the def2-TZVPD basis set.

The calculation puts the HOMO-LUMO gap (alpha / beta) at 6.152 / 6.158 eV. As for the highest occupied orbital energy (alpha / beta): -8.9 / -8.9 eV. As for the LUMO energy (alpha / beta): -0.099 / -0.099 Eh.

Geometry as XYZ:
```
4
Properties=species:S:1:pos:R:3:mulliken_charge:R:1
S -1.535 0.358 -1.401 -0.2285
S 1.035 -0.387 1.378 -0.0994
Br -1.350 0.440 0.629 0.2792
Br 1.850 -0.412 -0.606 0.0487
```



No. 11
This record from OMol25 describes a molecular structure, Br3ClNi. The level of theory is ωB97M-V with the def2-TZVPD basis set.

The calculation puts the HOMO-LUMO gap (alpha / beta) at 6.208 / 5.561 eV. The spin multiplicity is 3. As for the highest occupied orbital energy (alpha / beta): -0.7 / -0.7 eV. The net charge is -2. As for the LUMO energy (alpha / beta): 0.202 / 0.179 Eh. The expectation value of S² is 2.01.

Geometry as XYZ:
```
5
Properties=species:S:1:pos:R:3:mulliken_charge:R:1
Ni -1.352 1.099 -0.438 0.3527
Br 0.843 1.651 0.900 -0.4815
Br 0.720 0.355 -2.025 -0.7058
Br 1.430 -1.199 1.535 -0.3058
Cl -1.641 -1.906 0.028 -0.8596
```



No. 12
This record from OMol25 describes a molecular structure, Br3Hg. The level of theory is ωB97M-V with the def2-TZVPD basis set.

The calculation puts the HOMO-LUMO gap at 2.999 eV. As for the highest occupied orbital energy: -5.8 eV. The net charge is -1. As for the LUMO energy: -0.103 Eh.

Geometry as XYZ:
```
4
Properties=species:S:1:pos:R:3:mulliken_charge:R:1
Hg 21.658 21.459 12.674 0.4437
Br 20.724 20.972 8.705 -0.4528
Br 21.847 17.459 13.396 -0.4877
Br 25.367 23.310 11.946 -0.5032
```



No. 13
This record from OMol25 describes Br3IP2 in the gas phase. The level of theory is ωB97M-V with the def2-TZVPD basis set.

The calculation puts the HOMO-LUMO gap (alpha / beta) at 6.031 / 6.811 eV. The spin multiplicity is 3. As for the highest occupied orbital energy (alpha / beta): -7.1 / -9.9 eV. As for the LUMO energy (alpha / beta): -0.039 / -0.114 Eh. The expectation value of S² is 2.01.

Geometry as XYZ:
```
6
Properties=species:S:1:pos:R:3:mulliken_charge:R:1
P 0.244 -0.119 0.310 0.3464
P 0.672 1.564 -0.936 0.0338
Br 2.230 -0.739 1.007 -0.1150
Br -0.574 -1.907 -0.740 -0.0871
Br -1.048 -0.478 2.301 -0.2562
I -1.523 1.678 -1.942 0.0781
```



No. 14
This record from OMol25 describes a molecular structure, Br3Li3. The level of theory is ωB97M-V with the def2-TZVPD basis set.

The calculation puts the HOMO-LUMO gap at 6.436 eV. As for the highest occupied orbital energy: -8.4 eV. As for the LUMO energy: -0.073 Eh.

Geometry as XYZ:
```
6
Properties=species:S:1:pos:R:3:mulliken_charge:R:1
Li 1.571 1.161 -1.224 0.8630
Li 0.078 -0.667 -0.054 0.5401
Li -1.479 1.629 0.390 0.8522
Br -1.960 -1.045 0.991 -0.7493
Br 0.753 -2.415 -1.354 -0.7231
Br 1.038 1.336 1.251 -0.7829
```



No. 15
This record from OMol25 describes a molecular structure, Br4Ni. The level of theory is ωB97M-V with the def2-TZVPD basis set.

The calculation puts the HOMO-LUMO gap (alpha / beta) at 7.656 / 7.580 eV. The spin multiplicity is 3. As for the highest occupied orbital energy (alpha / beta): -1.7 / -1.7 eV. The net charge is -2. As for the LUMO energy (alpha / beta): 0.218 / 0.218 Eh. The expectation value of S² is 2.01.

Geometry as XYZ:
```
5
Properties=species:S:1:pos:R:3:mulliken_charge:R:1
Ni -24.429 17.568 23.511 0.3598
Br -26.806 18.926 22.924 -0.7274
Br -23.239 18.610 21.737 -0.4585
Br -25.163 15.292 22.878 -0.5196
Br -22.271 16.583 24.706 -0.6543
```



No. 16
This record from OMol25 describes 2 unconnected molecules or ions with the total composition Br5HSi3. The level of theory is ωB97M-V with the def2-TZVPD basis set.

The calculation puts the HOMO-LUMO gap at 7.225 eV. As for the highest occupied orbital energy: -9.4 eV. As for the LUMO energy: -0.078 Eh.

Geometry as XYZ:
```
9
Properties=species:S:1:pos:R:3:mulliken_charge:R:1
Si 1.485 0.765 -0.500 0.5486
Si 0.090 2.365 0.422 0.2532
Si -3.077 -1.895 0.604 0.2742
Br 2.853 2.257 -1.571 -0.3026
Br -2.046 1.487 -0.043 -0.1862
Br 2.363 -0.360 1.310 -0.2145
Br -1.541 -2.531 -0.955 -0.1767
Br -1.799 -1.981 2.384 -0.1219
H 1.672 -0.107 -1.652 -0.0740
```



No. 17
This record from OMol25 describes 2 unconnected molecules or ions with the total composition BrClFHSi. The level of theory is ωB97M-V with the def2-TZVPD basis set.

The calculation puts the HOMO-LUMO gap (alpha / beta) at 7.610 / 6.163 eV. As for the highest occupied orbital energy (alpha / beta): -9.9 / -9.2 eV. As for the LUMO energy (alpha / beta): -0.084 / -0.112 Eh.

Geometry as XYZ:
```
5
Properties=species:S:1:pos:R:3:mulliken_charge:R:1
F 1.431 -0.980 0.507 -0.1790
Si 0.341 0.127 0.174 0.5834
Cl 0.982 1.217 -1.284 -0.0503
Br -2.931 -1.013 -0.924 -0.3522
H 0.178 0.649 1.527 -0.0018
```



No. 18
This record from OMol25 describes a molecular structure, BrClFNO. The level of theory is ωB97M-V with the def2-TZVPD basis set.

The calculation puts the HOMO-LUMO gap (alpha / beta) at 9.680 / 7.288 eV. As for the highest occupied orbital energy (alpha / beta): -10.8 / -9.8 eV. As for the LUMO energy (alpha / beta): -0.041 / -0.091 Eh.

Geometry as XYZ:
```
5
Properties=species:S:1:pos:R:3:mulliken_charge:R:1
N 1.059 -0.429 0.380 -0.0054
O -1.575 0.799 0.504 -0.2294
F 1.740 -0.198 -0.755 -0.1077
Cl -2.415 -0.181 -0.397 0.1897
Br -0.025 -1.726 0.083 0.1528
```



No. 19
This record from OMol25 describes BrClO3S in the gas phase. The level of theory is ωB97M-V with the def2-TZVPD basis set.

The calculation puts the HOMO-LUMO gap at 7.475 eV. As for the highest occupied orbital energy: -11.3 eV. As for the LUMO energy: -0.139 Eh.

Geometry as XYZ:
```
6
Properties=species:S:1:pos:R:3:mulliken_charge:R:1
O -0.169 -0.273 -1.290 -0.3969
S -0.294 0.348 -0.034 1.0270
O -0.384 1.682 0.247 -0.3392
Br -2.688 -0.277 0.112 -0.0705
O 1.367 -0.046 0.750 -0.3071
Cl 2.169 -1.434 0.215 0.0868
```



No. 20
This record from OMol25 describes BrClS in the gas phase. The level of theory is ωB97M-V with the def2-TZVPD basis set.

The calculation puts the HOMO-LUMO gap (alpha / beta) at 7.800 / 7.057 eV. The spin multiplicity is 3. As for the highest occupied orbital energy (alpha / beta): -8.7 / -10.5 eV. As for the LUMO energy (alpha / beta): -0.032 / -0.125 Eh. The expectation value of S² is 2.01.

Geometry as XYZ:
```
3
Properties=species:S:1:pos:R:3:mulliken_charge:R:1
S 0.425 -0.878 -0.002 0.1563
Cl -1.343 0.777 0.001 -0.3036
Br 2.112 0.373 -0.001 0.1472
```



In hartree, the energy values for the records above are, in order, -562.26958; -1097.36532; -1221.20336; -520.22075; -2966.63138; -420.29571; -8581.86409; -6075.51186; -5963.44545; -5944.31491; -9690.57429; -7875.43098; -8702.44002; -7744.84390; -11804.56267; -13739.27777; -3424.18556; -3263.78852; -3657.95179; -3432.31209.